2 unconnected molecules or ions with the total composition H6N2Si at a distorted geometry. Source: the OMol25 dataset; level of theory: ωB97M-V/def2-TZVPD.

```
9
Properties=species:S:1:pos:R:3:forces:R:3
N -0.003 0.878 -0.834 0.7 -0.8 0.1
Si 1.118 -0.270 -0.687 -0.8 1.0 -0.1
H -0.801 0.866 -1.455 0.1 -0.1 -0.1
H 2.170 0.003 0.274 0.2 0.0 0.2
H 1.338 -1.561 -1.340 -0.1 -0.2 -0.3
N -1.818 -0.225 1.710 0.1 0.0 0.0
H -1.183 0.050 0.963 -0.2 0.1 0.1
H -2.759 -0.121 1.352 0.0 0.0 0.0
H -1.710 0.466 2.445 0.0 -0.1 0.0
```
Positions in Å, forces in eV/Å.

Total charge ... 0
Structure (SMILES) ... N=[SiH2].N
Relative energy (zero: lowest compared OMol25 entry of this formula, charge and spin) ... 0.000 eV
Electronic energy ... -10953.74271 eV
E_HOMO ... -9.74 eV
Kohn-Sham gap ... 9.7 eV

=====

A molecular structure, C2H8MnNO at a distorted geometry. Source: the OMol25 dataset; level of theory: ωB97M-V/def2-TZVPD.

```
13
Properties=species:S:1:pos:R:3:forces:R:3
C 0.427 1.202 -2.008 0.3 0.3 0.5
Mn -0.482 -0.018 -0.761 0.3 -0.2 -2.6
N -0.722 -1.355 1.793 0.1 0.0 -0.4
H 0.709 -1.114 -0.716 -0.9 0.8 0.3
H 0.253 -1.077 1.948 -0.5 -0.1 0.2
H -0.953 -1.015 0.365 -0.3 -1.4 2.0
H 0.684 0.587 -2.879 -0.2 0.1 0.0
H 1.336 1.633 -1.556 -0.4 0.0 -0.5
H -0.345 1.962 -2.191 0.2 0.0 -0.3
H -1.402 -0.836 2.352 0.3 -0.4 0.0
H -0.808 -2.365 1.851 -0.2 0.0 0.2
O 1.105 1.435 1.200 -4.8 -2.0 -2.1
C 0.197 0.962 0.602 6.1 2.8 2.7
```
Positions in Å, forces in eV/Å.

Total charge ... +1
Relative energy (zero: lowest compared OMol25 entry of this formula, charge and spin) ... 2.672 eV
Electronic energy ... -37047.94521 eV
E_HOMO (spin up / spin down) ... -12.84 / -14.07 eV
Kohn-Sham gap (spin up / spin down) ... 7.0 / 8.0 eV
2S+1 ... 4

=====

2 unconnected molecules or ions with the total composition C3H7N2O2S at a distorted geometry. Source: the OMol25 dataset; level of theory: ωB97M-V/def2-TZVPD.

```
15
Properties=species:S:1:pos:R:3:forces:R:3
C -0.848 -0.074 2.964 -0.7 0.2 0.1
C 1.128 0.927 -0.175 -3.2 3.4 -2.0
C -0.031 -0.028 0.065 0.1 0.6 0.4
N 0.459 -1.329 -1.978 -0.3 1.7 -2.5
N 0.099 -1.310 -0.617 0.3 1.2 1.1
O -1.914 0.041 2.517 -0.1 -0.1 -0.1
O 0.050 -0.153 3.703 0.7 -0.1 -0.3
S -1.535 1.044 -0.677 0.0 -0.8 0.2
H 0.850 2.015 0.153 -0.1 -1.9 -0.2
H 1.961 0.803 0.374 3.2 -1.3 1.8
H 1.405 1.185 -1.239 0.1 -0.7 0.4
H 1.461 -1.459 -2.141 -0.3 0.0 0.8
H 0.263 -0.370 -2.442 0.0 -1.8 1.0
H -0.828 -1.682 -0.503 0.0 -0.7 -0.4
H -2.519 0.390 -0.004 0.4 0.3 -0.2
```
Positions in Å, forces in eV/Å.

Total charge ... -1
Relative energy (zero: lowest compared OMol25 entry of this formula, charge and spin) ... 3.534 eV
Electronic energy ... -21133.39368 eV
E_HOMO ... -2.02 eV
Kohn-Sham gap ... 5.6 eV

=====

2 unconnected molecules or ions with the total composition C3H6N2OS at a distorted geometry. Source: the OMol25 dataset; level of theory: ωB97M-V/def2-TZVPD.

```
13
Properties=species:S:1:pos:R:3:forces:R:3
C 0.790 -1.824 0.498 -0.1 0.1 0.2
C 0.646 -0.353 0.188 0.2 -0.3 -0.1
N 1.187 0.026 -0.990 0.2 0.2 -0.2
O 0.082 0.435 0.919 -0.1 0.1 0.3
H 1.763 -2.201 0.194 0.1 -0.1 0.0
H 0.647 -1.987 1.564 0.0 0.0 -0.1
H 0.017 -2.369 -0.043 0.0 -0.1 0.0
H 1.049 0.973 -1.302 0.0 0.0 0.0
H 1.625 -0.628 -1.609 0.0 -0.1 0.0
N -2.168 2.233 0.889 -0.1 0.0 -0.4
C -1.964 1.947 -0.252 -0.6 0.6 1.2
S -1.965 1.763 -1.796 0.3 -0.3 -1.1
H -1.709 1.985 1.739 0.3 -0.2 0.2
```
Positions in Å, forces in eV/Å.

Total charge ... 0
Structure (SMILES) ... CC(N)=O.N=C=S
Relative energy (zero: lowest compared OMol25 entry of this formula, charge and spin) ... 0.610 eV
Electronic energy ... -19071.55684 eV
E_HOMO ... -9.27 eV
Kohn-Sham gap ... 10.0 eV

=====

2 unconnected molecules or ions with the total composition C4H15N2O2 at a distorted geometry. Source: the OMol25 dataset; level of theory: ωB97M-V/def2-TZVPD.

```
23
Properties=species:S:1:pos:R:3:forces:R:3
N 0.548 -1.368 -0.764 0.9 -1.2 -1.3
C -0.370 -2.008 0.199 -0.2 1.0 1.3
C -1.677 -1.171 0.255 0.1 0.4 -0.8
N -1.435 0.145 -0.281 0.7 -0.1 -0.5
C -0.813 1.160 0.527 -0.8 0.7 1.4
C -0.237 2.292 -0.310 1.5 -1.6 0.2
O 1.151 1.905 -0.618 -0.6 0.0 0.7
H 0.115 -0.492 -1.124 -0.3 0.1 0.5
H 0.803 -1.930 -1.578 -0.4 -0.2 0.1
H 1.451 -1.161 -0.337 0.3 0.6 0.5
H -0.612 -3.043 0.040 0.3 -0.4 -0.6
H 0.134 -1.927 1.163 0.0 -0.2 -0.1
H -2.404 -1.613 -0.413 -0.3 -0.3 0.1
H -2.050 -1.167 1.274 -0.2 0.0 0.1
H -2.089 0.476 -0.969 -0.3 0.1 0.3
H -1.497 1.544 1.297 -0.4 0.4 -0.4
H -0.070 0.755 1.225 0.5 -0.3 -0.7
H -0.254 3.214 0.275 -0.1 0.1 -0.6
H -0.694 2.261 -1.289 -0.8 0.9 0.1
H 1.318 2.076 -1.542 0.2 0.3 -0.3
H 2.542 0.695 0.885 -0.4 0.6 -0.3
H 3.498 -0.389 1.244 0.3 -0.4 0.1
O 2.641 -0.255 0.841 -0.1 -0.2 0.0
```
Positions in Å, forces in eV/Å.

Total charge ... +1
Relative energy (zero: lowest compared OMol25 entry of this formula, charge and spin) ... 1.241 eV
Electronic energy ... -11460.01672 eV
E_HOMO ... -13.19 eV
Kohn-Sham gap ... 10.4 eV

=====

A gas-phase ion, C4H10N2 (charge -1) at a distorted geometry. Source: the OMol25 dataset; level of theory: ωB97M-V/def2-TZVPD.

```
16
Properties=species:S:1:pos:R:3:forces:R:3
C -0.471 -1.275 -1.597 0.1 -0.4 0.1
C 0.669 -0.482 -0.962 -1.1 1.6 0.1
C 0.295 0.550 0.141 0.6 -2.2 0.3
C -0.950 0.769 0.557 0.0 -0.1 -0.1
N -1.278 1.231 1.852 0.4 0.7 0.9
N 1.410 0.752 1.046 -0.2 0.3 0.0
H -1.019 -0.616 -2.277 -0.2 -0.4 0.0
H -1.125 -1.764 -0.869 -0.3 0.7 0.3
H -0.113 -2.192 -2.093 0.3 0.6 -0.5
H 1.151 0.173 -1.698 0.6 -0.9 -0.2
H 1.315 -1.197 -0.460 0.5 0.1 -0.1
H -1.765 0.678 -0.155 0.0 -0.4 0.2
H -1.763 0.546 2.428 -0.3 -0.1 -0.7
H -0.392 1.320 2.354 0.0 0.2 -0.2
H 1.984 1.544 0.766 -0.2 0.2 -0.1
H 2.052 -0.037 0.965 0.0 -0.1 0.1
```
Positions in Å, forces in eV/Å.

Total charge ... -1
Relative energy (zero: lowest compared OMol25 entry of this formula, charge and spin) ... 0.571 eV
Electronic energy ... -7287.88931 eV
E_HOMO (spin up / spin down) ... 1.38 / -4.17 eV
Kohn-Sham gap (spin up / spin down) ... 2.9 / 8.4 eV
2S+1 ... 2